{"formula": "C39H75FO39", "method": "ωB97M-V/def2-TZVPD", "elements": ["C", "C", "O", "C", "O", "O", "F", "H", "H", "H", "C", "O", "C", "O", "O", "C", "H", "H", "H", "H", "H", "H", "C", "O", "C", "O", "O", "C", "H", "H", "H", "H", "H", "H", "C", "O", "C", "O", "O", "C", "H", "H", "H", "H", "H", "H", "C", "O", "C", "O", "O", "C", "H", "H", "H", "H", "H", "H", "C", "O", "C", "O", "O", "C", "H", "H", "H", "H", "H", "H", "C", "O", "C", "O", "O", "C", "H", "H", "H", "H", "H", "H", "C", "O", "C", "O", "O", "C", "H", "H", "H", "H", "H", "H", "C", "O", "C", "O", "O", "C", "H", "H", "H", "H", "H", "H", "C", "O", "C", "O", "O", "C", "H", "H", "H", "H", "H", "H", "C", "O", "C", "O", "O", "C", "H", "H", "H", "H", "H", "H", "C", "O", "C", "O", "O", "C", "H", "H", "H", "H", "H", "H", "C", "O", "C", "O", "O", "C", "H", "H", "H", "H", "H", "H"], "xyz": [[14.855567, -20.014639, -6.286589], [15.057745, -19.155634, -5.020973], [14.865255, -20.045670, -3.981897], [15.316976, -21.231755, -4.422680], [15.756104, -22.118284, -3.666643], [15.387685, -21.267474, -5.780693], [14.057948, -18.234823, -4.974497], [15.344584, -19.528258, -7.130613], [13.791965, -20.053222, -6.521913], [16.011759, -18.629645, -5.057086], [15.687499, -22.221867, -9.430798], [15.350106, -22.918226, -10.672171], [14.078667, -23.450618, -10.753428], [13.235790, -23.293309, -9.877663], [13.937091, -24.134666, -11.937022], [12.597192, -24.466064, -12.392173], [14.981138, -21.426456, -9.193170], [16.663921, -21.798210, -9.665749], [15.871242, -22.776920, -8.510864], [12.043548, -23.529600, -12.324262], [12.063822, -25.127014, -11.708962], [12.463216, -25.055421, -13.299256], [9.293709, -20.026268, -5.250731], [10.128948, -19.463214, -4.243726], [9.575012, -19.116256, -3.145589], [8.342361, -19.288004, -2.930033], [10.456263, -18.504893, -2.306949], [9.929024, -17.578759, -1.397924], [8.691017, -20.848013, -4.863959], [9.936127, -20.313501, -6.083132], [8.650028, -19.226815, -5.617661], [8.869626, -17.384126, -1.564893], [10.467393, -16.649850, -1.586023], [10.099042, -17.828563, -0.350637], [17.441937, -14.260858, -18.303317], [17.447375, -15.209620, -17.247846], [17.364768, -14.896147, -16.012048], [17.283405, -13.725273, -15.615485], [17.273119, -15.960258, -15.176712], [17.083349, -15.709546, -13.831993], [17.403561, -14.687986, -19.305406], [18.394554, -13.739426, -18.396731], [16.642172, -13.536899, -18.147256], [16.139894, -15.169378, -13.753156], [17.895216, -15.094322, -13.444085], [16.987773, -16.608299, -13.222723], [10.941934, -16.257279, -5.642547], [12.076151, -15.790432, -4.910266], [13.012669, -15.112793, -5.670888], [12.996846, -14.904021, -6.878614], [13.979384, -14.785283, -4.825891], [14.867669, -13.709706, -5.195869], [10.292456, -15.564877, -6.178128], [10.272862, -16.737621, -4.928595], [11.239979, -17.012576, -6.369734], [15.439495, -13.863919, -6.110933], [15.666195, -13.607498, -4.461010], [14.274115, -12.816987, -5.392965], [11.345728, -19.742671, -8.661559], [11.977044, -19.236187, -9.857489], [13.211682, -18.907689, -9.822786], [13.939183, -18.906677, -8.881743], [13.667154, -18.793789, -11.089991], [15.038018, -18.407708, -11.289014], [11.852490, -20.672152, -8.402019], [10.268050, -19.900805, -8.620159], [11.386582, -19.032835, -7.835381], [15.081175, -18.012279, -12.303838], [15.705851, -19.268311, -11.251023], [15.338499, -17.656012, -10.559113], [3.541465, -24.733707, -8.011759], [4.482462, -23.711119, -8.117271], [5.504033, -23.705256, -9.023825], [5.667396, -24.512775, -9.912043], [6.200900, -22.555289, -8.881617], [7.251300, -22.229835, -9.726402], [2.894605, -24.654196, -7.138059], [3.971143, -25.725439, -7.870507], [2.961764, -24.873362, -8.924194], [7.879777, -23.081397, -9.987078], [7.912533, -21.475094, -9.300694], [6.935790, -21.773357, -10.664580], [11.453308, -17.209136, -14.219052], [12.396080, -18.225263, -14.483926], [13.676882, -17.963761, -14.790882], [14.240387, -16.874736, -14.709400], [14.112221, -19.058320, -15.392849], [15.424586, -19.136462, -15.830137], [11.685576, -16.824803, -13.225853], [10.515743, -17.729098, -14.022299], [11.227363, -16.489011, -15.005490], [16.078606, -19.285255, -14.970943], [15.804531, -18.280534, -16.387931], [15.528912, -20.042090, -16.427679], [16.364148, -16.527829, -7.458566], [17.284671, -16.927790, -6.540511], [17.814908, -16.036205, -5.684522], [17.582381, -14.801846, -5.596059], [18.795311, -16.646891, -5.025533], [19.588434, -15.983300, -4.029991], [15.746553, -17.391393, -7.705418], [16.796120, -16.034987, -8.329550], [15.715988, -15.787255, -6.990034], [19.000379, -15.575292, -3.207903], [20.234965, -15.175128, -4.371984], [20.206372, -16.792885, -3.641660], [16.663206, -22.057270, -13.972209], [17.011887, -20.821242, -13.331157], [18.036668, -20.826448, -12.412013], [18.824812, -21.753355, -12.156372], [17.995612, -19.722970, -11.742113], [18.763985, -19.456773, -10.634127], [16.530471, -22.020826, -15.053487], [15.682799, -22.361521, -13.605694], [17.325225, -22.901606, -13.780038], [18.292355, -18.652916, -10.068909], [19.668300, -18.973037, -11.003314], [18.973027, -20.237928, -9.903232], [11.022770, -25.146287, -8.384672], [11.281674, -25.024374, -6.929764], [11.374896, -23.805292, -6.421619], [11.368323, -22.731447, -7.009220], [11.453073, -24.017258, -5.118255], [11.768281, -22.861674, -4.298560], [9.954970, -25.340940, -8.484763], [11.521791, -25.927044, -8.958687], [11.195285, -24.217032, -8.927662], [11.004732, -22.086050, -4.357758], [12.662546, -22.418400, -4.736631], [11.906608, -23.058455, -3.235429], [7.182469, -20.830369, -16.099150], [8.438759, -20.766832, -15.441014], [8.666379, -20.980121, -14.104632], [7.845732, -21.490138, -13.308702], [9.873849, -20.590527, -13.884645], [10.405542, -20.630053, -12.628667], [6.439611, -20.619897, -15.329760], [7.082612, -21.800680, -16.585605], [7.181670, -20.060155, -16.870422], [10.112007, -19.802908, -11.982319], [11.486738, -20.570427, -12.753373], [10.142698, -21.532985, -12.077542], [16.304686, -12.546836, -12.110343], [15.037862, -13.000572, -11.791649], [14.896853, -14.204993, -11.277898], [15.829842, -14.957547, -11.011888], [13.617877, -14.433826, -11.027072], [13.329235, -15.625146, -10.250339], [16.697726, -13.111650, -12.955690], [17.029472, -12.709471, -11.312641], [16.363306, -11.483074, -12.340721], [14.158953, -15.875465, -9.589278], [13.019610, -16.493066, -10.832534], [12.526769, -15.353459, -9.564514]], "atomic_forces_ev_per_a": [[0.14, 0.77, 1.38], [-1.43, 0.65, -2.11], [0.50, -0.18, 0.47], [2.51, -3.28, 2.29], [-2.01, 2.78, -2.84], [-0.35, 0.20, -0.18], [0.01, 0.45, 0.24], [0.48, -0.94, -0.01], [0.00, -0.43, 0.11], [0.15, -0.08, 0.68], [0.47, 0.60, -0.49], [-1.48, -1.06, 0.34], [-0.27, 0.47, 0.86], [1.14, -0.44, -1.87], [0.52, 0.23, 0.46], [-0.96, 0.42, 1.97], [-0.12, -0.08, -0.29], [-0.13, 0.21, -0.15], [-0.55, -0.90, -0.41], [-0.22, -0.12, -0.75], [0.39, 0.02, 0.73], [1.26, 0.82, -0.49], [-0.39, 0.37, -0.47], [2.09, -0.59, -1.31], [-4.51, 0.56, 2.57], [3.58, 0.75, -0.13], [-0.40, -1.47, -1.54], [-0.38, 1.39, 0.53], [0.14, 0.07, -0.08], [0.15, -0.29, 0.37], [-0.30, -0.13, 0.10], [0.02, -0.29, 0.03], [0.03, 0.08, 0.04], [0.00, -0.50, -0.18], [0.45, 1.35, -0.07], [0.41, -2.67, -2.32], [-1.12, 3.27, 3.37], [0.35, -1.78, -0.36], [0.92, -0.78, -3.14], [-0.71, 1.40, 1.34], [-0.70, -0.96, 0.52], [0.09, 0.26, 0.80], [0.08, -0.07, -0.07], [0.07, 0.08, 0.41], [-0.04, 0.02, 0.14], [0.20, -0.26, -0.62], [-0.54, -1.11, -0.09], [0.30, 1.23, -1.66], [-0.30, -0.59, -0.54], [-0.42, -0.33, 2.00], [0.44, 0.35, 0.13], [0.20, 0.25, -0.99], [0.69, 0.82, 0.13], [0.36, -0.05, 0.23], [0.19, -0.04, 0.01], [-0.41, -0.57, -0.13], [-0.71, 0.01, 0.40], [0.06, 0.13, 0.53], [0.80, 0.00, 1.43], [-3.77, -0.17, -0.27], [2.36, -1.15, -1.81], [0.76, 0.63, 1.85], [-0.71, 0.35, -0.01], [0.03, -0.06, 0.02], [-0.15, 0.03, 0.19], [-0.03, -0.14, -1.76], [0.95, 0.22, 0.00], [-0.05, 0.17, 0.15], [-0.22, -0.07, 0.21], [0.02, -0.01, -0.16], [-0.28, -2.18, -0.72], [1.62, 1.47, 0.25], [-0.92, -0.11, -1.29], [0.04, 0.41, 1.14], [-1.44, -0.52, 1.73], [1.36, 0.02, -1.66], [0.16, 0.97, -0.16], [0.69, 0.02, -0.03], [-0.21, 0.51, -0.03], [-0.17, -0.20, 0.09], [-0.34, -0.13, 0.73], [-0.47, -0.26, -0.10], [-0.62, -0.31, 1.55], [0.34, -0.58, -0.52], [-0.52, 2.29, -1.05], [-0.68, -2.00, 0.33], [-0.94, -0.23, 0.35], [2.05, -0.33, 0.14], [0.18, 0.95, -0.33], [0.01, -0.33, -0.35], [0.81, 0.07, 0.02], [0.13, 0.17, 0.06], [-0.44, 0.18, 0.01], [-0.33, 0.14, -0.13], [-2.30, 1.49, -0.83], [2.28, -0.58, 2.38], [0.73, 3.65, -0.25], [0.20, -3.99, -0.39], [-0.30, -0.30, -0.05], [-0.01, -0.12, 0.54], [0.17, 0.08, -0.32], [0.18, -0.30, -0.16], [-0.30, 0.03, -0.20], [-0.33, -0.13, -0.19], [-0.24, -0.13, -0.64], [0.00, 0.17, -0.01], [-0.61, -1.14, 0.18], [1.31, -0.09, 0.45], [1.12, -3.95, 0.10], [-2.01, 2.01, -1.13], [-2.17, 1.15, -0.82], [1.67, 1.49, 1.25], [0.46, 0.92, -0.01], [-0.01, 0.15, 0.31], [0.38, 0.47, 0.34], [-0.52, -0.07, -0.16], [0.48, -0.45, 0.29], [-0.07, -0.52, -0.67], [-1.21, 1.02, 0.11], [0.19, -0.80, -2.48], [-0.12, 0.72, -0.60], [0.02, -1.16, 0.78], [0.13, 0.83, 1.69], [0.11, 0.86, -0.92], [-0.06, -0.13, 0.18], [0.62, -0.22, 1.11], [0.33, 0.10, 0.49], [-0.26, -0.23, -0.23], [0.17, 0.02, 0.33], [0.05, -0.88, -0.41], [-0.05, -0.08, 0.94], [1.53, 0.21, 0.85], [-4.39, -1.73, -0.29], [2.35, 1.60, -1.94], [0.40, 0.66, -1.52], [1.25, -0.33, 2.41], [-0.48, -0.30, -0.42], [-0.28, -0.03, 0.26], [0.07, 0.03, 0.18], [-0.24, 0.27, -0.28], [-0.06, -0.03, 0.06], [-0.03, -0.21, -0.18], [2.50, -0.29, -0.46], [-1.89, 0.54, 0.09], [1.69, -0.95, 0.79], [-1.02, 0.63, -0.36], [-0.30, -0.67, 0.10], [-0.17, 0.46, 0.90], [-0.06, 0.19, -0.21], [-0.21, -0.13, 0.34], [-0.85, -0.12, -0.02], [0.17, -0.02, -0.35], [0.24, 0.39, -0.43], [-0.14, 0.14, -0.27]], "spin_multiplicity": 1, "e_above_lowest_kj_mol": 0.00, "energy_ha": -4565.17331, "charge": 0}